# C7H10O4

The molecule C7H10O4 (ωB97M-V with the def2-TZVPD basis set, the OMol25 dataset).

Structure (XYZ):
```
21
C7H10O4, DFT ωB97M-V with the def2-TZVPD basis set
O -2.00496 -1.37371 1.43446
C -2.10947 -0.29662 0.57445
C -0.79116 -0.10046 -0.33870
O -0.88936 -0.99728 -1.40061
C 0.44539 -1.24189 -1.60846
C 1.15889 -0.17112 -2.06359
C 2.31261 0.24023 -1.22242
C 1.93876 0.39420 0.06773
O 2.74742 0.80343 1.04050
C 0.45584 0.00956 0.59559
O 0.13805 0.92594 1.62637
H -1.23101 -1.29028 1.92552
H -2.75953 -0.46821 -0.24286
H -2.29173 0.68617 1.22729
H -0.97382 0.88208 -0.91344
H 0.76721 -2.23967 -1.38360
H 0.57748 0.61944 -2.49677
H 3.36128 0.53113 -1.48119
H 2.19076 1.15902 1.74736
H 0.55489 -0.98358 0.96217
H 0.14388 1.86208 1.32916
```

Properties
Net charge: 0
ΔE to the lowest compared entry with this formula, charge and spin in kcal per mole: 125.5
HOMO-LUMO gap in eV: 9.01